Molecular formula: C20H36AsCrN4O7P2S5
Method: DFT, ωB97M-V/def2-TZVPD

Summary:
**Largest force on an atom**: 1.84 eV Å⁻¹
**Charge**: -2
**Multiplicity**: 2
**DFT total energy**: -203639.9254 eV

Positions of all 76 atoms, in Å:
Cr -0.35 1.22 1.15
S 2.12 0.83 4.35
As 0.52 2.09 3.83
S -1.36 1.10 3.21
S 0.75 3.13 1.86
S 0.20 3.46 5.40
C -2.50 -2.47 2.84
C -1.08 -2.74 3.33
C -0.98 -2.58 4.85
C -0.66 -4.14 2.89
O -0.11 -1.77 2.85
P 0.21 -1.27 1.38
O -0.98 -0.83 0.59
O 1.20 -0.14 1.48
O 0.84 -2.56 0.66
C 2.19 -3.04 0.88
C 2.67 -2.89 2.32
C 2.13 -4.52 0.49
C 3.13 -2.28 -0.05
H -3.18 -3.23 3.22
H -2.53 -2.48 1.75
H -2.83 -1.49 3.18
H -1.63 -3.29 5.37
H -1.27 -1.56 5.11
H 0.05 -2.72 5.16
H -1.39 -4.87 3.26
H 0.32 -4.40 3.29
H -0.63 -4.19 1.80
H 2.07 -3.48 3.01
H 2.62 -1.84 2.65
H 3.70 -3.22 2.39
H 1.51 -5.07 1.19
H 3.13 -4.94 0.48
H 1.69 -4.61 -0.51
H 3.18 -1.24 0.28
H 2.75 -2.31 -1.07
H 4.13 -2.70 -0.02
C 3.21 1.17 -2.86
N 3.46 2.10 -1.76
C 3.10 3.45 -2.18
N 1.73 3.57 -2.66
C 1.53 2.61 -3.74
N 1.84 1.23 -3.38
C 0.88 0.72 -2.40
P 0.89 1.67 -0.80
C 2.73 1.70 -0.55
C 0.77 3.36 -1.57
H 3.42 0.16 -2.53
H 3.88 1.43 -3.69
H 3.77 3.73 -3.01
H 3.26 4.13 -1.35
H 2.19 2.89 -4.57
H 0.49 2.66 -4.08
H 1.09 -0.34 -2.19
H -0.13 0.77 -2.82
H 3.07 0.72 -0.23
H 2.95 2.41 0.25
H 0.94 4.10 -0.79
H -0.25 3.50 -1.96
N -2.17 2.35 0.46
C -2.84 2.03 -0.79
C -3.14 3.03 -1.69
C -3.84 2.74 -2.86
C -4.23 1.44 -3.11
C -3.91 0.43 -2.22
C -3.21 0.71 -1.06
S -5.38 1.10 -4.46
O -5.01 -0.22 -4.96
O -6.67 1.13 -3.77
O -5.19 2.18 -5.41
H -1.99 3.34 0.49
H -2.78 2.13 1.24
H -2.84 4.06 -1.47
H -4.10 3.51 -3.57
H -4.22 -0.58 -2.45
H -2.95 -0.07 -0.36